A molecular structure, C2H2O3Zn at a distorted geometry. Source: the Open Molecules 2025 dataset; level of theory: ωB97M-V/def2-TZVPD.

Last column: natural (NBO) charge in e.
Cartesian coordinates (Å):
H (-1.40, 0.39, 0.84)  0.298
O (-0.35, 1.60, -0.48)  -0.068
O (-0.26, 0.57, -1.48)  -0.072
C (-0.36, 0.48, 0.50)  0.212
C (0.21, -0.28, -0.63)  0.166
Zn (0.10, -2.38, -1.34)  1.566
O (0.55, -0.23, 1.40)  -0.617
H (1.49, -0.15, 1.21)  0.515

As for the gap between HOMO and LUMO: 0.2435 Eh. As for the multiplicity: 1. The charge is +2. For the electronic energy, the calculation gives -2081.34854 Eh.



A gas-phase ion, C16H21N2O (charge +1) at a distorted geometry. Source: the Open Molecules 2025 dataset; level of theory: ωB97M-V/def2-TZVPD.

Last column: natural (NBO) charge in e.
Cartesian coordinates (Å):
C (-0.23, -2.41, 2.16)  -0.653
C (0.00, -2.96, 0.61)  -0.082
O (-0.97, -2.24, -0.23)  -0.589
C (-0.30, -1.37, -1.22)  -0.069
C (-1.29, -0.14, -1.77)  -0.500
C (-2.36, 0.30, -0.61)  0.068
C (-3.76, -0.58, -0.39)  0.051
N (-4.70, -0.13, 0.70)  -0.291
N (-4.62, 0.91, 1.58)  -0.142
C (-3.42, 1.79, 1.49)  0.001
C (-2.16, 1.61, 0.40)  0.095
C (-0.88, 2.62, 0.30)  -0.516
C (0.58, 1.91, 0.15)  -0.069
C (1.24, 0.88, 1.25)  -0.219
C (2.72, 0.24, 0.85)  -0.242
C (3.52, 0.57, -0.54)  0.019
C (4.98, -0.10, -0.98)  -0.665
C (2.88, 1.65, -1.62)  -0.228
C (1.42, 2.29, -1.25)  -0.232
H (0.73, -2.52, 2.84)  0.227
H (-0.44, -1.24, 2.05)  0.200
H (-1.19, -2.90, 2.68)  0.226
H (1.12, -2.81, 0.30)  0.195
H (-0.20, -4.13, 0.61)  0.205
H (0.72, -0.96, -0.78)  0.221
H (0.00, -2.08, -2.13)  0.199
H (-1.90, -0.63, -2.67)  0.246
H (-0.67, 0.74, -2.23)  0.281
H (-4.00, -1.53, -1.07)  0.293
H (-5.58, -0.73, 0.79)  0.448
H (-3.31, 2.72, 2.24)  0.270
H (-1.08, 3.32, -0.64)  0.275
H (-0.96, 3.35, 1.24)  0.261
H (0.64, 0.65, 2.22)  0.249
H (3.21, -0.51, 1.61)  0.246
H (5.80, 0.53, -0.42)  0.248
H (5.05, -1.25, -0.72)  0.246
H (5.12, 0.11, -2.15)  0.240
H (3.38, 1.95, -2.64)  0.255
H (0.92, 3.05, -2.02)  0.235

As for the gap between HOMO and LUMO: 0.2321 Eh. As for the multiplicity: 1. The charge is +1. For the electronic energy, the calculation gives -806.16120 Eh.



2 unconnected molecules or ions with the total composition C2HF4IO at a distorted geometry. Source: the Open Molecules 2025 dataset; level of theory: ωB97M-V/def2-TZVPD.

Last column: natural (NBO) charge in e.
Cartesian coordinates (Å):
C (1.51, 1.28, 0.65)  1.138
C (-0.35, -0.72, -0.86)  0.529
O (1.62, 2.17, -0.09)  -0.523
F (0.80, 1.22, 1.77)  -0.305
F (2.12, 0.09, 0.51)  -0.314
F (-0.31, -0.38, -2.12)  -0.342
F (-0.36, -2.05, -0.93)  -0.363
I (-2.76, -0.39, -0.02)  0.091
H (-2.27, -1.22, 1.09)  0.088

As for the gap between HOMO and LUMO: 0.3475 Eh. As for the multiplicity: 1. The charge is 0. For the electronic energy, the calculation gives -849.10329 Eh.



7 unconnected molecules or ions with the total composition C7H26NO6 at a distorted geometry. Source: the Open Molecules 2025 dataset; level of theory: ωB97M-V/def2-TZVPD.

Last column: Mulliken spin population.
Cartesian coordinates (Å):
C (1.90, -2.14, -0.78)  0.223
C (1.94, -1.93, 0.76)  -0.017
C (1.87, -0.49, 1.22)  -0.031
C (2.97, 0.22, 0.94)  0.015
C (-0.40, 0.99, 3.87)  0.011
C (0.81, 0.41, 3.23)  -0.041
C (0.69, -0.02, 1.97)  0.124
N (0.90, -1.32, -1.49)  0.389
H (1.41, -3.15, -0.93)  -0.046
H (2.84, -2.05, -1.30)  0.013
H (2.91, -2.40, 0.94)  0.000
H (1.17, -2.45, 1.29)  -0.014
H (3.22, 1.17, 1.29)  -0.006
H (3.76, -0.15, 0.28)  0.000
H (-0.27, 1.98, 4.26)  0.000
H (-1.29, 1.02, 3.18)  -0.008
H (-0.51, 0.35, 4.77)  0.001
H (1.73, 0.48, 3.75)  -0.002
H (-0.15, 0.06, 1.31)  0.039
H (0.72, -0.35, -1.06)  0.111
H (0.88, -1.22, -2.51)  -0.133
H (-0.14, -1.57, -1.34)  0.024
H (-1.43, -1.95, -3.60)  -0.015
H (-1.88, -0.63, -3.91)  0.669
O (-1.55, -1.08, -3.12)  -0.920
H (-2.42, 1.71, -1.08)  0.075
H (-2.53, 2.18, -2.60)  -0.020
O (-2.21, 2.35, -1.73)  0.036
H (-1.72, -1.18, 0.02)  0.068
H (-2.32, -1.63, -1.43)  0.154
O (-1.66, -1.75, -0.74)  0.133
H (-0.16, 1.75, -1.42)  0.062
H (1.22, 1.70, -0.74)  0.015
O (0.74, 1.26, -1.43)  -0.062
H (-3.71, -0.10, -1.90)  0.065
H (-4.66, 0.53, -0.81)  -0.066
O (-3.75, 0.27, -0.97)  0.121
H (0.98, 2.82, 0.14)  0.015
H (-0.03, 3.55, 1.09)  -0.005
O (0.10, 2.76, 0.56)  0.022

As for the gap between HOMO and LUMO (alpha / beta): 0.1132 / 0.3599 Eh. As for the multiplicity: 2. The charge is 0. For the electronic energy, the calculation gives -788.28887 Eh.



6 unconnected molecules or ions with the total composition C29H56Br2O12. Source: the Open Molecules 2025 dataset; level of theory: ωB97M-V/def2-TZVPD.

Last column: Löwdin charge in e.
Cartesian coordinates (Å):
C (3.32, -1.54, 2.54)  -0.160
C (1.85, -1.73, 2.63)  -0.719
Br (1.28, -3.45, 3.23)  0.831
C (0.93, -0.84, 2.31)  -0.666
Br (1.50, 0.86, 1.64)  0.816
C (-0.53, -1.04, 2.38)  -0.232
C (-1.30, -0.84, 1.31)  0.056
C (-2.76, -1.07, 1.40)  -0.360
O (-3.57, -0.48, 0.71)  0.096
C (-3.18, -2.06, 2.42)  0.032
C (-2.43, -2.22, 3.51)  0.026
C (-1.19, -1.43, 3.67)  -0.397
O (-0.77, -1.06, 4.74)  0.125
H (3.56, -1.32, 1.51)  0.073
H (3.86, -2.44, 2.79)  0.057
H (3.67, -0.71, 3.14)  0.076
H (-0.87, -0.50, 0.38)  0.117
H (-4.10, -2.60, 2.29)  0.122
H (-2.73, -2.90, 4.29)  0.123
C (6.00, -0.06, 6.12)  -0.107
O (6.28, -0.02, 4.73)  -0.203
C (7.44, 0.72, 4.40)  -0.201
C (8.65, -0.16, 4.19)  -0.197
O (9.03, -0.84, 5.38)  -0.186
C (8.55, -2.17, 5.44)  -0.110
H (5.32, -0.89, 6.30)  0.089
H (6.91, -0.21, 6.71)  0.084
H (5.52, 0.87, 6.44)  0.089
H (7.64, 1.48, 5.17)  0.127
H (7.23, 1.25, 3.46)  0.121
H (9.50, 0.47, 3.90)  0.129
H (8.47, -0.87, 3.38)  0.111
H (9.17, -2.84, 4.83)  0.089
H (7.51, -2.25, 5.11)  0.080
H (8.61, -2.50, 6.48)  0.089
C (-6.21, -0.94, -3.93)  -0.104
O (-5.40, -2.05, -3.60)  -0.186
C (-4.28, -2.21, -4.46)  -0.202
C (-3.01, -1.61, -3.87)  -0.199
O (-3.10, -0.20, -3.72)  -0.203
C (-3.46, 0.20, -2.40)  -0.102
H (-6.84, -0.72, -3.06)  0.091
H (-5.62, -0.05, -4.16)  0.065
H (-6.86, -1.17, -4.78)  0.093
H (-4.48, -1.77, -5.44)  0.120
H (-4.12, -3.28, -4.59)  0.126
H (-2.18, -1.81, -4.55)  0.126
H (-2.78, -2.09, -2.91)  0.126
H (-2.59, 0.17, -1.74)  0.075
H (-4.24, -0.43, -1.98)  0.079
H (-3.82, 1.22, -2.46)  0.088
C (8.78, -2.94, -2.16)  -0.109
O (7.52, -3.18, -1.56)  -0.190
C (7.61, -3.64, -0.22)  -0.204
C (7.42, -2.53, 0.79)  -0.206
O (8.44, -1.55, 0.72)  -0.203
C (8.08, -0.41, -0.04)  -0.104
H (8.62, -2.31, -3.03)  0.090
H (9.47, -2.44, -1.48)  0.083
H (9.23, -3.89, -2.49)  0.089
H (8.56, -4.15, -0.05)  0.127
H (6.80, -4.37, -0.08)  0.126
H (7.46, -2.96, 1.79)  0.122
H (6.44, -2.06, 0.66)  0.121
H (7.46, 0.27, 0.56)  0.084
H (7.54, -0.67, -0.95)  0.085
H (9.00, 0.12, -0.31)  0.091
C (-8.53, 2.59, 2.43)  -0.114
O (-7.74, 1.49, 2.81)  -0.191
C (-6.60, 1.29, 1.98)  -0.202
C (-5.34, 1.88, 2.58)  -0.204
O (-5.41, 3.29, 2.71)  -0.189
C (-5.78, 3.72, 4.02)  -0.113
H (-9.17, 2.85, 3.27)  0.088
H (-7.93, 3.46, 2.17)  0.083
H (-9.17, 2.33, 1.57)  0.088
H (-6.78, 1.71, 0.98)  0.128
H (-6.46, 0.22, 1.87)  0.121
H (-4.51, 1.66, 1.91)  0.111
H (-5.13, 1.42, 3.55)  0.127
H (-4.91, 3.68, 4.69)  0.088
H (-6.58, 3.12, 4.43)  0.083
H (-6.12, 4.76, 3.94)  0.088
C (-4.65, 4.87, -6.05)  -0.113
O (-3.67, 3.87, -5.82)  -0.187
C (-4.21, 2.62, -5.44)  -0.201
C (-4.34, 1.66, -6.60)  -0.196
O (-5.25, 2.12, -7.59)  -0.189
C (-4.62, 2.77, -8.68)  -0.113
H (-4.19, 5.67, -6.63)  0.088
H (-5.51, 4.48, -6.60)  0.083
H (-4.99, 5.29, -5.09)  0.088
H (-5.18, 2.76, -4.95)  0.129
H (-3.53, 2.18, -4.71)  0.111
H (-4.72, 0.71, -6.23)  0.106
H (-3.36, 1.48, -7.05)  0.131
H (-4.21, 2.03, -9.38)  0.088
H (-3.82, 3.44, -8.35)  0.083
H (-5.38, 3.35, -9.20)  0.088

As for the gap between HOMO and LUMO: 0.2785 Eh. As for the multiplicity: 1. The charge is 0. For the electronic energy, the calculation gives -7189.19817 Eh.



A molecular structure, C33H68F3NbO24PS2 at a distorted geometry. Source: the Open Molecules 2025 dataset; level of theory: ωB97M-V/def2-TZVPD.

Last column: Löwdin charge in e.
Cartesian coordinates (Å):
C (7.54, 6.23, 1.14)  -0.406
Nb (6.34, 6.65, -0.78)  1.053
S (8.51, 7.43, -1.82)  0.116
S (6.82, 4.35, -1.73)  0.079
C (4.48, 5.95, 0.32)  -0.414
C (3.21, 5.66, -0.62)  -0.223
C (2.11, 6.80, -0.60)  -0.148
F (1.40, 7.10, 0.59)  -0.001
C (1.77, 7.53, -1.77)  -0.187
F (0.48, 8.03, -1.94)  0.049
F (2.81, 7.75, -2.69)  0.028
P (5.96, 9.14, -0.10)  0.440
O (6.38, 9.98, -1.34)  -0.475
O (4.27, 9.36, 0.11)  -0.288
O (6.88, 9.59, 1.26)  -0.264
H (8.00, 7.16, 1.58)  -0.030
H (6.82, 5.82, 1.93)  -0.023
H (8.37, 5.47, 0.97)  -0.024
H (5.45, 7.01, -2.32)  -0.112
H (9.07, 6.44, -2.59)  -0.266
H (6.71, 4.44, -3.12)  -0.228
H (4.75, 4.94, 0.79)  0.036
H (4.28, 6.67, 1.17)  0.045
H (3.49, 5.36, -1.69)  0.095
H (2.69, 4.73, -0.17)  0.115
H (3.88, 8.99, -0.72)  0.014
H (6.32, 9.58, 2.06)  0.055
C (3.63, 1.52, 6.55)  -0.068
C (3.01, 2.00, 5.25)  -0.215
O (4.00, 2.62, 4.42)  0.037
C (4.80, 1.77, 3.75)  -0.592
O (4.74, 0.57, 3.78)  0.111
O (5.68, 2.50, 3.05)  0.004
C (6.66, 1.72, 2.36)  -0.038
H (4.16, 2.33, 7.05)  0.082
H (2.85, 1.13, 7.22)  0.070
H (4.35, 0.72, 6.37)  0.075
H (2.26, 2.77, 5.46)  0.126
H (2.50, 1.19, 4.71)  0.115
H (6.18, 0.96, 1.73)  0.096
H (7.34, 1.25, 3.07)  0.097
H (7.23, 2.39, 1.72)  0.092
C (3.84, -1.98, -4.20)  -0.066
C (4.60, -2.11, -2.89)  -0.216
O (6.01, -1.93, -3.09)  0.027
C (6.41, -0.66, -3.22)  -0.594
O (5.71, 0.32, -3.17)  0.125
O (7.74, -0.67, -3.43)  -0.003
C (8.29, 0.63, -3.68)  -0.041
H (4.26, -2.65, -4.95)  0.080
H (2.78, -2.21, -4.06)  0.075
H (3.92, -0.96, -4.60)  0.076
H (4.46, -3.12, -2.49)  0.120
H (4.22, -1.41, -2.14)  0.126
H (8.02, 1.33, -2.89)  0.080
H (7.96, 0.99, -4.65)  0.099
H (9.38, 0.53, -3.70)  0.092
C (-3.86, 1.52, 6.55)  -0.063
C (-3.38, 1.04, 5.19)  -0.211
O (-1.95, 0.94, 5.15)  0.041
C (-1.43, -0.15, 5.74)  -0.578
O (-2.06, -1.03, 6.27)  0.105
O (-0.10, -0.07, 5.65)  0.004
C (0.59, -1.13, 6.32)  -0.038
H (-3.35, 2.45, 6.82)  0.084
H (-4.94, 1.69, 6.54)  0.080
H (-3.63, 0.79, 7.33)  0.071
H (-3.66, 1.77, 4.43)  0.124
H (-3.84, 0.09, 4.91)  0.123
H (0.22, -2.10, 6.00)  0.098
H (0.48, -1.01, 7.40)  0.095
H (1.65, -1.05, 6.08)  0.090
C (-3.13, -3.41, -4.03)  -0.065
C (-2.21, -2.33, -3.47)  -0.210
O (-0.98, -2.28, -4.21)  0.032
C (-1.05, -1.64, -5.39)  -0.593
O (-2.02, -1.12, -5.86)  0.119
O (0.17, -1.71, -5.96)  -0.002
C (0.22, -1.15, -7.27)  -0.043
H (-2.61, -4.37, -4.07)  0.082
H (-4.02, -3.51, -3.41)  0.079
H (-3.44, -3.17, -5.04)  0.068
H (-1.95, -2.57, -2.44)  0.123
H (-2.70, -1.36, -3.46)  0.126
H (-0.17, -0.13, -7.28)  0.099
H (-0.34, -1.78, -7.97)  0.091
H (1.26, -1.12, -7.58)  0.095
C (-3.95, -4.54, -10.24)  -0.066
C (-3.45, -4.18, -8.85)  -0.213
O (-4.04, -5.03, -7.86)  0.021
C (-3.50, -6.25, -7.75)  -0.589
O (-2.58, -6.68, -8.40)  0.125
O (-4.17, -6.93, -6.81)  -0.011
C (-3.76, -8.29, -6.66)  -0.045
H (-5.04, -4.54, -10.26)  0.081
H (-3.58, -3.83, -10.98)  0.081
H (-3.63, -5.54, -10.52)  0.075
H (-3.75, -3.16, -8.61)  0.126
H (-2.36, -4.21, -8.80)  0.122
H (-2.68, -8.35, -6.50)  0.097
H (-4.05, -8.87, -7.54)  0.099
H (-4.26, -8.70, -5.78)  0.094
C (-10.53, -2.85, -2.42)  -0.069
C (-9.35, -3.63, -1.89)  -0.217
O (-8.93, -4.63, -2.83)  0.030
C (-8.20, -4.19, -3.86)  -0.595
O (-7.86, -3.04, -4.05)  0.121
O (-7.93, -5.23, -4.66)  0.004
C (-7.23, -4.87, -5.85)  -0.038
H (-11.34, -3.52, -2.71)  0.081
H (-10.90, -2.16, -1.66)  0.079
H (-10.26, -2.27, -3.31)  0.075
H (-9.63, -4.16, -0.98)  0.121
H (-8.51, -2.98, -1.63)  0.124
H (-6.33, -4.30, -5.63)  0.091
H (-7.89, -4.31, -6.52)  0.101
H (-6.93, -5.79, -6.36)  0.089
C (-5.56, -0.63, 12.22)  -0.069
C (-4.38, -1.41, 12.77)  -0.218
O (-3.95, -2.41, 11.84)  0.030
C (-3.21, -1.97, 10.82)  -0.594
O (-2.87, -0.83, 10.63)  0.120
O (-2.92, -3.02, 10.03)  0.004
C (-2.20, -2.67, 8.85)  -0.046
H (-6.36, -1.31, 11.92)  0.081
H (-5.95, 0.07, 12.97)  0.079
H (-5.28, -0.06, 11.33)  0.074
H (-4.68, -1.93, 13.68)  0.121
H (-3.55, -0.75, 13.04)  0.123
H (-1.31, -2.09, 9.08)  0.090
H (-2.85, -2.11, 8.17)  0.079
H (-1.90, -3.59, 8.36)  0.098

As for the gap between HOMO and LUMO: 0.2367 Eh. As for the multiplicity: 1. The charge is -1. For the electronic energy, the calculation gives -4598.27148 Eh.